(1)
{
  "formula": "C2H5BrO",
  "method": "ωB97M-V/def2-TZVPD",
  "symbols": ["Br", "H", "H", "C", "H", "O", "H", "H", "C"],
  "coordinates": [[-2.02422, -0.65727, 0.18224], [-0.95413, 1.23560, -1.56128], [1.32202, -1.03716, 0.50258], [-0.32547, 0.07389, 0.12324], [0.48596, -1.11221, -1.24431], [-0.19488, 0.93165, 1.20650], [-0.81417, 0.84511, 1.92095], [1.63887, 0.28008, -0.67828], [0.86602, -0.55968, -0.45165]],
  "atomic_forces_ev_per_a": [[-0.868, -1.427, -0.003], [0.789, -0.725, 1.268], [-0.410, -0.338, -1.898], [-1.658, 3.868, 0.122], [0.352, -1.436, -1.460], [2.154, -0.398, -1.652], [-0.880, -0.443, 0.069], [-1.474, -1.558, -0.144], [1.996, 2.458, 3.698]],
  "lowdin_charge": [0.737, 0.099, 0.121, -0.946, 0.041, -0.094, 0.062, 0.124, -0.144],
  "total_energy_ha": -2728.28689,
  "e_homo_ev": [-7.738, -8.961],
  "de_lowest_kcal_mol": 99.9,
  "molar_mass_g_mol": 124.96,
  "homo_lumo_gap_ha": [0.280, 0.338]
}

(2)
{
  "formula": "C2H5BrO2S",
  "method": "ωB97M-V/def2-TZVPD",
  "symbols": ["H", "H", "S", "H", "Br", "C", "O", "C", "H", "O", "H"],
  "coordinates": [[-0.28598, 1.23771, 0.44909], [2.43862, -1.64669, -0.24201], [-2.69947, 0.31745, 0.88944], [-0.14196, -1.62231, -0.43049], [-3.11122, 0.33524, -1.32624], [0.97127, -0.08568, 0.07355], [0.65735, 1.22347, 0.22367], [2.19805, -0.53425, -0.19612], [2.98982, 0.05470, -0.48368], [-0.16874, -0.86650, 0.17296], [-2.84775, 1.58685, 0.86984]],
  "atomic_forces_ev_per_a": [[0.040, 0.114, -0.126], [-0.798, 1.612, 0.076], [-0.290, -1.309, -1.041], [0.401, 0.261, 0.196], [0.228, -0.259, 0.801], [-0.116, -0.464, -0.650], [-0.057, -0.499, 0.177], [-1.236, -3.054, 0.255], [1.436, 1.642, -0.179], [0.780, 0.016, 0.068], [-0.387, 1.941, 0.424]],
  "lowdin_charge": [0.047, 0.087, 0.285, 0.116, 0.162, -0.504, 0.062, 0.051, 0.023, -0.068, -0.260],
  "smiles": "C=C(O)O.SBr",
  "total_energy_ha": -3201.83614,
  "e_homo_ev": -8.698,
  "de_lowest_kcal_mol": 12.7,
  "molar_mass_g_mol": 173.03,
  "homo_lumo_gap_ha": 0.282
}

(3)
{
  "formula": "C2H5BrSi",
  "method": "ωB97M-V/def2-TZVPD",
  "symbols": ["H", "Si", "H", "H", "H", "C", "H", "Br", "C"],
  "coordinates": [[-2.34487, 0.17271, -0.44727], [1.49847, 0.82966, 0.01391], [1.81078, 1.21728, 1.50757], [2.74802, 0.37670, -0.65846], [0.59778, 1.77765, -0.67574], [-0.40169, -1.51822, 0.09911], [-1.16615, -2.12961, 0.31063], [-3.65131, 0.01055, -0.02986], [0.47210, -0.69476, 0.00086]],
  "atomic_forces_ev_per_a": [[1.055, 0.142, -0.342], [-0.419, -1.213, 1.490], [-0.032, 0.095, -1.245], [-0.048, 0.521, 0.075], [0.418, 0.201, -0.017], [-5.332, -6.019, -0.364], [-2.287, -1.663, 1.174], [-1.089, -0.104, 0.332], [7.734, 8.039, -1.102]],
  "lowdin_charge": [-0.352, 0.540, -0.071, -0.081, -0.080, 0.002, -0.014, 0.371, -0.315],
  "total_energy_ha": -2942.41758,
  "multiplicity": 3,
  "e_homo_ev": [-5.389, -10.876],
  "de_lowest_kcal_mol": 91.2,
  "molar_mass_g_mol": 137.05,
  "homo_lumo_gap_ha": [0.226, 0.282]
}

(4)
{
  "formula": "C2H5BrSi",
  "method": "ωB97M-V/def2-TZVPD",
  "symbols": ["C", "Br", "H", "H", "H", "Si", "H", "H", "C"],
  "coordinates": [[-0.24203, -1.76951, 0.26031], [-1.11344, 3.02927, 0.02290], [1.11275, 1.37065, 1.43381], [-0.53450, -2.69731, -0.14365], [1.19834, 1.78258, -1.17549], [0.55260, 1.51601, 0.09671], [0.47059, -2.03754, 1.12025], [-1.09307, -0.56238, -1.19388], [-0.35125, -0.63178, -0.42096]],
  "atomic_forces_ev_per_a": [[2.191, -7.496, 6.575], [0.309, -0.300, 0.286], [0.424, 0.254, 0.036], [-0.273, -0.956, -1.030], [0.805, 0.246, 0.157], [-2.720, -3.495, -1.470], [-1.230, 1.152, -1.045], [-0.480, 0.375, -0.007], [0.975, 10.220, -3.502]],
  "lowdin_charge": [-0.166, 0.184, -0.098, 0.027, -0.112, 0.310, 0.078, 0.016, -0.240],
  "total_energy_ha": -2942.48974,
  "multiplicity": 3,
  "e_homo_ev": [-5.516, -9.471],
  "de_lowest_kcal_mol": 46.0,
  "molar_mass_g_mol": 137.05,
  "homo_lumo_gap_ha": [0.229, 0.265]
}

(5)
{
  "formula": "C2H5Cl2FNO3PS",
  "method": "ωB97M-V/def2-TZVPD",
  "symbols": ["P", "C", "H", "C", "Cl", "O", "O", "H", "S", "N", "H", "Cl", "H", "H", "O", "F"],
  "coordinates": [[-0.90649, -0.73685, 1.00868], [-0.85414, 1.55869, -1.19232], [-1.41851, 2.29654, -2.04360], [0.27803, 0.89473, -2.05059], [-1.20231, -2.57861, 0.56484], [2.61380, -0.73683, 2.44772], [-1.76009, 0.65543, -0.84228], [-0.52813, 2.25032, -0.41076], [1.36611, -1.21088, 1.93512], [0.55674, -0.22355, 1.01147], [1.24684, 0.84557, -1.52481], [-2.03305, -0.33089, 2.62504], [0.49519, 1.60182, -3.00455], [-0.01196, -0.10092, -2.22372], [0.42843, -1.80548, 2.76466], [1.72954, -2.37910, 0.93511]],
  "atomic_forces_ev_per_a": [[-2.395, 2.836, -1.470], [0.887, 1.591, -3.435], [0.793, -1.676, 2.233], [1.500, 3.763, -0.554], [-0.795, -1.276, -0.795], [-1.137, -0.097, -0.783], [-1.129, -2.085, 2.669], [0.071, -0.044, 0.078], [4.135, 1.037, -0.792], [1.131, 0.759, -0.554], [-0.427, 0.124, 0.004], [-0.018, 0.139, -0.665], [-0.589, -2.160, 1.895], [-0.481, -1.086, -0.945], [-1.940, -2.077, 3.303], [0.395, 0.253, -0.189]],
  "lowdin_charge": [0.103, -0.444, 0.190, -0.105, 0.500, -0.236, -0.186, 0.102, 0.403, -0.353, 0.052, 0.399, 0.115, 0.038, -0.390, -0.189],
  "total_energy_ha": -2119.36190,
  "e_homo_ev": [-9.910, -10.624],
  "de_lowest_kcal_mol": 75.5,
  "molar_mass_g_mol": 244.01,
  "homo_lumo_gap_ha": [0.280, 0.298]
}

(6)
{
  "formula": "C2H5Cl2N2",
  "method": "ωB97M-V/def2-TZVPD",
  "symbols": ["C", "Cl", "C", "H", "N", "H", "N", "H", "Cl", "H", "H"],
  "coordinates": [[-1.73292, 0.56426, -1.43867], [1.25174, 1.57276, 1.64805], [0.73680, 0.07796, 1.39923], [-0.65039, -0.92765, -1.78055], [1.68818, -0.80047, 1.13473], [1.63817, -1.83035, 1.22716], [-0.74106, -0.17600, -1.08972], [-0.31741, -0.06020, 1.52792], [-2.43918, 0.56088, -2.90586], [-2.04404, 1.35031, -0.79357], [2.61011, -0.33150, 1.07128]],
  "atomic_forces_ev_per_a": [[2.916, -0.707, 1.830], [0.331, 2.691, 0.147], [1.358, -2.592, -0.571], [0.489, 0.231, -0.026], [-0.658, 0.813, 0.780], [-0.344, 0.954, -0.433], [-1.591, 0.158, 0.046], [-0.265, -0.930, -0.095], [-1.426, -0.196, -2.181], [-0.339, 0.613, 0.516], [-0.471, -1.035, -0.012]],
  "lowdin_charge": [-0.777, 0.936, -0.593, 0.051, 0.135, 0.170, 0.014, 0.091, 0.780, 0.058, 0.135],
  "total_energy_ha": -1108.79350,
  "total_charge": 1,
  "e_homo_ev": -14.180,
  "de_lowest_kcal_mol": 32.0,
  "molar_mass_g_mol": 127.98,
  "homo_lumo_gap_ha": 0.323
}